# 1
153
Properties=species:S:1:pos:R:3:forces:R:3 method="wB97M-V/def2-TZVPD" charge=-1 multiplicity=1 energy_ev=-90917.9098 homo_lumo_gap_ev=7.50
C -2.583 1.694 -5.214 0.00 -0.62 0.85
C -1.172 2.278 -4.530 4.02 0.51 -3.38
O -0.132 2.354 -5.407 -5.51 -0.37 5.31
N -1.062 2.735 -3.094 2.42 -2.16 -3.17
C 0.364 2.835 -2.606 1.18 5.15 2.65
C 1.534 1.695 -2.736 0.47 0.69 -1.03
O 0.690 3.980 -1.944 -1.81 -6.78 -3.84
Al -2.213 1.773 -1.894 -1.42 0.54 1.70
C -1.512 2.017 0.058 -0.03 0.58 0.16
C -0.115 1.207 0.347 0.01 1.00 1.78
C -0.275 0.420 1.802 -0.37 -0.50 -0.58
C -1.483 -0.727 1.766 -0.57 0.63 1.36
C -1.099 -1.925 2.832 0.61 -0.10 -0.70
C -0.422 -3.176 1.962 -0.17 0.22 0.65
C -1.489 -4.448 1.845 0.27 0.90 -0.46
C -1.292 -5.183 0.387 -0.69 1.27 -0.20
Si 0.108 -6.511 0.399 -0.27 -0.15 -0.83
C -0.001 -7.486 -1.286 -0.73 -0.91 -0.89
C -0.024 -7.808 1.820 0.42 -0.88 0.70
C 1.846 -5.662 0.464 4.27 2.23 0.13
C 2.068 -4.181 -0.238 4.38 -2.27 2.15
C 3.598 -3.553 -0.176 -0.25 -2.66 1.25
C 4.887 -4.311 0.529 -4.27 -2.41 0.35
C 4.641 -5.795 1.255 -3.19 2.93 -2.34
C 3.117 -6.432 1.196 1.18 3.30 -1.40
C -4.040 2.792 -1.922 -0.20 0.47 0.15
C -3.621 4.400 -1.966 -0.27 0.05 0.37
C -3.738 5.074 -3.456 0.87 0.85 0.19
C -2.272 5.591 -4.068 2.91 -0.92 -5.86
O -1.981 5.433 -5.384 -1.98 0.98 8.09
O -1.201 6.195 -3.230 -1.97 -1.98 -1.89
C -2.563 -0.184 -2.385 -1.23 -6.25 -1.79
C -1.453 -1.416 -2.329 -2.16 -0.71 -1.03
C -1.711 -2.965 -2.756 -2.84 3.70 0.24
N -3.063 -3.400 -3.210 1.21 5.02 1.54
C -4.112 -2.342 -3.241 1.06 1.62 0.60
C -4.050 -0.750 -2.905 4.07 -2.92 0.69
H -3.519 1.840 -4.518 1.90 -0.15 -1.33
H -2.793 2.141 -6.274 0.79 -0.53 2.22
H -2.468 0.513 -5.350 -0.01 2.64 0.43
H 1.150 0.596 -2.853 0.54 2.21 0.40
H 2.133 1.937 -3.740 -1.51 -0.45 2.08
H 2.326 1.838 -1.867 -2.07 -0.33 -1.65
H -2.396 1.729 0.807 2.00 0.34 -1.51
H -1.366 3.190 0.210 -0.08 -2.41 -0.21
H 0.230 0.511 -0.529 -0.80 1.00 1.79
H 0.742 2.013 0.493 -1.62 -1.70 -0.42
H -0.562 1.202 2.639 0.66 -1.45 -1.77
H 0.712 -0.116 2.142 -1.71 1.02 -0.79
H -1.715 -1.120 0.686 0.58 0.67 2.09
H -2.488 -0.232 2.178 2.12 -0.93 -1.13
H -2.018 -2.323 3.442 1.67 0.80 -1.25
H -0.326 -1.457 3.596 -1.55 -1.08 -1.46
H 0.598 -3.534 2.435 -2.03 0.69 -0.95
H -0.179 -2.717 0.902 -0.52 -1.15 2.08
H -1.300 -5.213 2.722 -0.48 1.57 -1.63
H -2.578 -3.985 1.941 2.29 -1.21 -0.27
H -2.328 -5.573 -0.048 2.27 0.64 1.05
H -0.946 -4.333 -0.373 -0.82 -1.75 1.50
H -0.962 -8.190 -1.256 1.92 1.45 -0.05
H -0.163 -6.765 -2.210 0.53 -1.49 1.84
H 0.918 -8.199 -1.455 -1.68 1.51 0.19
H 0.682 -8.715 1.541 -1.37 1.76 0.67
H 0.367 -7.332 2.816 -0.82 -1.03 -1.72
H -1.102 -8.241 1.967 2.00 0.93 -0.25
H 1.220 -3.567 -0.770 1.88 -1.46 1.25
H 3.794 -2.494 -0.662 -0.49 -2.42 1.09
H 5.979 -3.870 0.571 -2.64 -0.79 -0.21
H 5.556 -6.314 1.778 -2.37 1.23 -1.31
H 2.944 -7.484 1.704 0.37 2.46 -1.19
H -4.730 2.462 -2.810 0.90 0.95 1.63
H -4.586 2.541 -0.899 0.95 0.59 -2.12
H -4.305 5.045 -1.235 1.48 -1.36 -1.51
H -2.506 4.494 -1.592 -2.25 0.04 -0.76
H -4.198 4.331 -4.254 1.22 1.72 1.58
H -4.399 6.055 -3.392 1.31 -2.05 -0.26
H -0.285 5.950 -3.603 -2.27 0.15 0.33
H -0.353 -1.133 -1.978 -2.55 -0.70 -0.79
H -0.829 -3.754 -2.674 -2.26 1.74 -0.34
H -5.195 -2.725 -3.572 2.74 0.67 0.71
H -5.004 -0.046 -2.986 2.29 -1.81 0.18
C -8.022 -3.545 0.117 -0.06 0.10 0.08
C -7.549 -4.293 -1.125 -0.12 0.41 0.02
C -6.857 -5.617 -0.794 0.94 0.45 0.48
C -5.630 -5.355 0.064 6.95 1.16 4.80
N -4.613 -5.137 0.776 -8.28 -1.74 -5.63
H -7.185 -3.264 0.764 -0.05 -0.07 -0.10
H -8.535 -2.621 -0.169 0.05 -0.13 0.05
H -8.720 -4.156 0.701 0.06 0.07 -0.04
H -6.865 -3.647 -1.689 -0.05 -0.21 0.06
H -8.411 -4.491 -1.770 0.15 -0.11 0.01
H -6.549 -6.121 -1.716 0.15 0.03 0.24
H -7.539 -6.283 -0.254 0.21 0.08 0.06
C -5.295 0.811 4.728 0.10 0.02 0.09
C -6.535 1.317 3.999 0.27 0.21 0.22
C -7.152 0.267 3.073 0.85 -0.05 -0.77
C -6.143 -0.137 2.010 5.41 -2.46 -6.06
N -5.306 -0.472 1.129 -6.63 2.68 7.00
H -4.492 0.554 4.029 -0.14 -0.02 0.04
H -4.906 1.584 5.398 -0.06 -0.13 -0.06
H -5.527 -0.076 5.328 0.06 0.10 -0.07
H -6.267 2.210 3.421 -0.14 -0.17 0.02
H -7.282 1.624 4.739 -0.04 -0.06 -0.17
H -8.044 0.673 2.586 0.19 -0.17 -0.10
H -7.450 -0.620 3.643 0.14 0.03 -0.18
C 10.731 -1.480 2.104 0.12 0.07 0.06
C 10.008 -1.920 0.835 0.41 0.05 0.06
C 8.540 -2.276 1.079 0.15 -0.89 0.63
C 8.449 -3.427 2.067 -0.84 -6.44 5.51
N 8.374 -4.383 2.886 0.70 7.62 -6.55
H 10.763 -2.281 2.849 -0.09 0.09 -0.09
H 11.767 -1.209 1.876 -0.15 0.01 0.04
H 10.241 -0.609 2.554 0.08 -0.12 -0.03
H 10.534 -2.782 0.407 -0.19 0.12 -0.01
H 10.062 -1.111 0.097 -0.15 -0.15 0.03
H 8.064 -2.570 0.139 -0.05 -0.09 0.25
H 7.997 -1.413 1.480 0.01 -0.24 0.07
C 7.521 -6.451 5.366 0.01 0.04 0.03
C 7.121 -7.861 5.789 -0.06 0.41 0.24
C 7.265 -8.884 4.661 -0.81 0.41 -0.65
C 6.368 -8.496 3.497 -4.86 1.87 -6.61
N 5.624 -8.173 2.531 5.99 -3.14 7.96
H 6.878 -6.072 4.565 0.17 -0.08 0.07
H 7.429 -5.760 6.210 0.05 -0.09 -0.11
H 8.559 -6.426 5.016 -0.20 0.07 -0.01
H 6.083 -7.843 6.145 0.15 -0.15 -0.07
H 7.746 -8.169 6.634 -0.08 -0.14 -0.13
H 6.980 -9.879 5.018 -0.05 0.10 -0.27
H 8.304 -8.932 4.316 -0.21 0.05 -0.12
C -0.713 9.407 -3.206 -0.20 -0.08 -0.05
C 0.065 9.884 -4.429 -0.36 -0.26 0.07
C 1.062 10.997 -4.103 -0.74 0.80 0.19
C 0.322 12.203 -3.547 -3.83 6.89 3.14
N -0.292 13.203 -3.086 4.84 -7.96 -3.65
H -1.324 10.209 -2.778 0.14 0.03 -0.03
H -1.391 8.593 -3.480 0.25 0.11 0.12
H -0.034 9.039 -2.428 -0.15 -0.06 -0.12
H -0.646 10.231 -5.188 0.22 -0.01 0.06
H 0.606 9.033 -4.859 0.02 0.19 0.00
H 1.603 11.293 -5.008 -0.07 0.17 0.22
H 1.796 10.653 -3.366 -0.14 0.19 0.01
C 0.891 11.607 0.876 -0.08 0.14 0.04
C 1.364 10.858 -0.366 -0.17 0.37 0.07
C 2.056 9.534 -0.035 0.88 0.43 0.52
C 3.283 9.796 0.823 6.94 1.14 4.81
N 4.301 10.014 1.535 -8.10 -1.66 -5.67
H 1.728 11.887 1.523 -0.07 -0.11 -0.06
H 0.378 12.530 0.591 0.03 -0.16 0.02
H 0.193 10.996 1.460 0.10 0.09 -0.06
H 2.048 11.504 -0.930 -0.07 -0.15 0.02
H 0.502 10.660 -1.011 0.20 -0.05 0.09
H 2.364 9.030 -0.957 0.13 -0.04 0.25
H 1.374 8.868 0.505 0.23 0.06 0.02

# 2
167
Properties=species:S:1:pos:R:3:forces:R:3 method="wB97M-V/def2-TZVPD" charge=+1 multiplicity=1 energy_ev=-94633.2688 homo_lumo_gap_ev=9.36
C -1.804 -0.054 2.628 1.13 0.11 -0.07
C -1.638 1.475 2.410 -0.99 0.14 0.20
C -2.195 2.021 1.062 0.74 -0.07 -0.14
C -1.914 1.141 -0.190 -0.35 0.53 -0.11
C -0.468 0.581 -0.278 -0.11 -0.49 -0.21
C 0.064 0.459 -1.738 -0.64 -0.26 -0.01
C 0.637 -0.946 -2.071 0.66 0.64 -0.11
C 1.707 -1.496 -1.084 0.29 -0.81 -0.13
C 1.572 -3.037 -0.811 -0.03 0.28 0.22
C 1.360 -3.392 0.702 0.88 -0.13 -1.47
C 2.714 -3.162 1.415 -0.89 0.12 0.78
C 2.643 -3.230 2.986 1.21 0.32 -0.76
C 3.204 -1.895 3.549 -0.03 -0.93 0.50
C 2.981 -1.750 5.090 -0.16 0.34 -1.68
N 2.647 -0.311 5.366 -1.12 -1.41 0.39
P 0.979 0.108 5.389 -0.68 0.27 0.63
O 0.685 1.253 6.280 0.55 0.36 -0.36
C 3.602 0.581 5.552 2.54 0.18 0.09
N 4.971 0.388 5.521 -0.92 -0.21 -0.02
C 5.492 1.572 5.774 1.53 0.74 0.21
C 6.954 1.982 5.922 -0.75 -0.92 -0.01
C 7.928 1.008 5.209 0.75 0.00 0.56
C 9.202 1.688 4.624 -0.22 -0.19 -0.99
C 8.950 3.004 3.843 -0.45 0.09 0.64
C 7.854 2.956 2.753 1.10 0.44 -0.90
C 8.178 2.015 1.552 -1.86 -0.30 0.14
C 6.777 1.624 0.895 1.26 0.06 1.49
C 6.222 0.458 1.750 -1.30 0.60 -1.05
C 4.762 0.090 1.275 1.31 0.09 0.08
N 4.557 2.522 5.957 1.58 -1.74 -0.44
N 3.402 1.850 5.810 -2.77 3.16 0.55
H -2.626 -0.489 2.046 0.13 0.21 0.35
H -1.892 -0.310 3.701 -0.25 0.14 -0.44
H -0.879 -0.557 2.280 -0.48 0.02 0.05
H -2.217 1.975 3.212 0.40 -0.04 -0.30
H -0.596 1.818 2.522 -0.19 -0.38 0.05
H -1.696 2.992 0.880 -0.34 -0.22 0.17
H -3.271 2.228 1.179 0.31 -0.18 -0.22
H -2.645 0.310 -0.208 0.62 0.41 -0.11
H -2.126 1.762 -1.095 0.14 -0.41 0.75
H -0.497 -0.442 0.142 0.13 0.40 -0.09
H 0.256 1.143 0.340 -0.37 -0.03 -0.18
H -0.802 0.610 -2.412 0.40 -0.01 0.22
H 0.767 1.273 -1.986 -0.08 -0.40 0.22
H -0.193 -1.658 -2.210 0.23 0.23 0.30
H 1.140 -0.860 -3.053 -0.39 -0.19 0.24
H 2.711 -1.347 -1.523 -0.43 0.22 0.20
H 1.731 -0.984 -0.107 -0.27 0.07 -0.38
H 0.758 -3.433 -1.441 0.23 0.04 0.34
H 2.499 -3.551 -1.128 -0.39 0.13 0.03
H 1.123 -4.469 0.717 -0.25 0.42 0.44
H 0.530 -2.780 1.091 0.29 -0.31 0.17
H 3.448 -3.901 1.061 -0.26 0.28 -0.07
H 3.068 -2.157 1.139 -0.01 -0.43 -0.03
H 1.624 -3.458 3.343 0.40 0.06 -0.07
H 3.355 -4.019 3.279 -0.75 0.04 0.31
H 2.741 -1.065 2.989 0.13 -0.14 0.43
H 4.291 -1.879 3.366 -0.41 0.22 -0.15
H 3.855 -2.062 5.672 -0.44 0.09 -0.01
H 2.087 -2.349 5.321 0.42 0.25 0.42
H 0.617 0.290 4.038 0.17 -0.17 0.13
H 0.265 -1.030 5.851 0.70 -0.08 -0.49
H 7.139 1.958 7.011 0.05 0.21 -0.39
H 7.021 3.026 5.583 0.15 -0.35 0.04
H 7.424 0.371 4.466 0.07 0.57 0.12
H 8.279 0.299 5.981 -0.20 0.17 -0.37
H 9.629 0.972 3.899 -0.11 0.15 0.44
H 10.000 1.828 5.373 -0.52 0.08 -0.09
H 8.653 3.805 4.552 0.32 -0.25 -0.23
H 9.910 3.327 3.406 -0.38 -0.10 0.05
H 7.804 3.980 2.327 -0.19 -0.36 0.27
H 6.841 2.743 3.135 0.43 -0.09 0.15
H 8.824 2.486 0.802 0.06 -0.19 0.44
H 8.589 1.073 1.955 0.31 0.40 -0.44
H 6.859 1.371 -0.170 -0.05 0.06 0.34
H 6.123 2.503 1.041 0.05 -0.33 -0.49
H 6.131 0.803 2.791 0.45 -0.38 -0.22
H 6.898 -0.404 1.652 -0.23 0.24 0.29
H 4.740 -1.001 1.133 -0.50 0.49 -0.01
H 4.574 0.609 0.323 -0.16 -0.38 0.25
H 4.028 0.431 2.019 0.08 -0.28 -0.35
H 4.724 3.492 6.184 -0.66 -0.03 -0.04
H 2.550 2.395 5.917 -0.36 -0.76 -0.01
C -6.259 -1.354 1.172 -0.43 0.29 0.25
C -4.914 -1.429 0.622 -0.07 -0.03 -0.01
N -3.852 -1.487 0.188 -0.23 -0.28 0.02
H -6.313 -1.825 2.153 0.16 -0.07 -0.06
H -6.588 -0.321 1.285 0.24 0.05 -0.05
H -6.975 -1.859 0.530 0.15 -0.05 -0.04
C -0.999 2.603 -5.202 0.21 -0.17 0.01
C -1.852 2.877 -4.053 0.11 0.01 0.01
N -2.525 3.091 -3.147 0.00 0.01 -0.09
H -0.195 1.912 -4.944 -0.08 0.01 0.19
H -1.560 2.158 -6.021 0.04 0.05 0.39
H -0.536 3.513 -5.581 -0.12 0.06 0.08
C -3.925 3.314 -8.187 -0.13 0.42 -0.14
C -2.571 2.783 -8.128 -0.04 0.04 -0.21
N -1.502 2.363 -8.083 -0.21 0.05 -0.39
H -4.592 2.778 -7.514 0.11 -0.12 -0.04
H -3.948 4.367 -7.901 0.22 -0.04 0.06
H -4.347 3.232 -9.198 0.55 0.01 0.64
C -6.335 3.128 -12.434 -0.08 0.13 -0.42
C -6.070 2.692 -11.071 -0.08 -0.06 -0.05
N -5.863 2.345 -9.995 -0.53 -0.16 -0.65
H -5.501 2.890 -13.094 0.06 -0.07 0.16
H -7.224 2.643 -12.836 0.00 -0.09 0.18
H -6.496 4.205 -12.480 0.03 -0.02 0.17
C 2.177 3.394 8.980 -0.14 -0.18 -0.38
C 2.707 3.833 10.264 0.00 0.01 -0.05
N 3.125 4.180 11.274 0.01 -0.03 -0.06
H 1.087 3.384 8.979 0.03 0.03 0.12
H 2.497 4.055 8.172 0.03 0.15 0.16
H 2.512 2.386 8.735 0.01 -0.01 0.18
C 0.637 -7.664 0.749 -0.15 -0.15 -0.34
C 1.208 -7.133 1.980 -0.01 -0.02 -0.03
N 1.657 -6.714 2.950 -0.04 0.05 -0.03
H -0.452 -7.633 0.773 0.04 0.07 0.15
H 0.964 -7.091 -0.118 0.08 0.08 0.12
H 0.934 -8.700 0.591 0.08 0.04 0.14
C -5.712 -4.382 -2.251 0.25 -0.06 -0.35
C -6.588 -4.130 -1.116 0.01 -0.04 -0.03
N -7.280 -3.930 -0.221 0.03 -0.15 -0.15
H -4.916 -5.079 -1.989 -0.08 0.02 0.15
H -6.263 -4.811 -3.088 -0.13 0.02 0.12
H -5.243 -3.462 -2.600 -0.08 0.06 0.15
C -7.823 0.201 -8.428 0.35 -0.18 -0.29
C -8.711 0.471 -7.307 0.02 -0.05 -0.07
N -9.412 0.684 -6.422 -0.02 0.03 -0.02
H -7.029 -0.493 -8.151 -0.07 0.05 0.22
H -8.362 -0.238 -9.268 -0.11 0.09 0.20
H -7.347 1.112 -8.791 -0.13 0.01 0.19
C 9.815 -2.377 6.791 -0.09 -0.17 0.33
C 10.278 -1.869 5.505 -0.04 -0.05 0.12
N 10.640 -1.466 4.494 -0.05 0.04 -0.02
H 9.344 -3.353 6.684 0.04 0.03 -0.15
H 10.641 -2.485 7.494 0.08 0.06 -0.13
H 9.084 -1.706 7.243 0.03 0.07 -0.13
C 8.477 5.926 -0.889 0.07 0.38 0.11
C 8.234 4.543 -1.277 0.01 0.05 -0.01
N 8.044 3.453 -1.582 0.00 0.07 0.03
H 8.716 6.543 -1.755 -0.02 -0.15 -0.07
H 7.603 6.361 -0.406 -0.06 -0.15 -0.04
H 9.312 6.001 -0.192 0.00 -0.16 -0.04
C -12.368 -0.054 -9.761 -0.52 0.51 0.05
C -11.016 -0.132 -10.289 -0.08 -0.06 0.00
N -9.948 -0.193 -10.707 -0.17 0.05 -0.10
H -12.437 -0.504 -8.778 0.16 0.08 -0.01
H -12.701 0.981 -9.669 0.22 0.05 -0.09
H -13.078 -0.570 -10.406 0.19 -0.10 -0.06
C -12.169 3.007 -5.232 0.23 0.33 0.24
C -12.970 2.052 -5.984 0.06 0.02 0.02
N -13.603 1.300 -6.577 0.03 0.00 -0.01
H -11.328 3.372 -5.821 -0.05 -0.17 -0.12
H -12.760 3.872 -4.931 -0.15 -0.10 -0.10
H -11.763 2.558 -4.326 -0.06 -0.16 -0.10
C 1.211 -4.808 7.667 -0.38 -0.04 0.11
C 2.545 -4.759 7.082 -0.03 -0.08 0.03
N 3.597 -4.726 6.624 -0.05 0.15 0.00
H 1.199 -5.413 8.573 0.16 -0.01 -0.04
H 0.857 -3.812 7.933 0.15 0.03 -0.03
H 0.491 -5.240 6.972 0.15 -0.03 -0.09
C -12.441 -3.475 -6.329 -0.03 -0.09 0.43
C -12.359 -3.060 -7.722 0.01 -0.05 0.03
N -12.291 -2.730 -8.819 0.03 -0.45 0.16
H -12.328 -2.624 -5.657 0.01 0.09 -0.17
H -13.401 -3.942 -6.112 -0.02 0.04 -0.17
H -11.660 -4.195 -6.084 0.03 0.03 -0.17